[1]
The following is a DFT calculation (the ωB97M-V functional and the def2-TZVPD basis) of a 10-piece molecular cluster, C33H49N3O21 overall.

```
106
Properties=species:S:1:pos:R:3:mulliken_charge:R:1
C 0.094 -1.561 1.388 -1.1705
C -0.336 -0.082 1.422 -0.3838
C 0.170 0.828 0.257 0.9964
C -0.422 0.397 -1.037 -0.4543
N -0.899 0.062 -2.023 -0.0396
H -0.436 -1.973 0.529 0.0495
H -0.181 -2.030 2.334 0.3248
H 1.172 -1.622 1.243 0.4977
H -0.085 0.366 2.384 0.4460
H -1.425 -0.115 1.454 -0.2220
H 1.259 0.792 0.228 0.2189
H -0.080 1.884 0.358 -0.2743
C 4.479 0.488 -1.351 -1.2316
C 3.351 -0.365 -2.021 1.1125
C 3.910 -1.590 -2.744 -0.2709
C 4.919 -1.296 -3.851 -0.0208
N 5.716 -1.066 -4.657 -0.4457
H 5.182 -0.128 -0.790 0.4059
H 4.147 1.225 -0.619 0.1498
H 5.096 0.965 -2.113 0.4216
H 2.874 0.284 -2.755 -0.2937
H 2.549 -0.611 -1.325 -0.4744
H 3.011 -2.015 -3.191 0.2081
H 4.304 -2.226 -1.951 0.3750
C -2.977 3.744 3.570 -1.2620
C -1.571 3.856 2.932 0.5009
C -0.648 4.968 3.397 -0.3098
C -0.196 4.710 4.778 0.2681
N 0.100 4.437 5.871 -0.4721
H -2.783 3.206 4.498 0.2863
H -3.752 3.289 2.954 0.2677
H -3.432 4.689 3.869 0.3988
H -1.737 3.961 1.860 0.1319
H -1.022 2.916 2.981 -0.1134
H -1.138 5.941 3.380 0.3818
H 0.206 5.129 2.738 -0.0218
C 2.321 -4.691 3.961 0.0793
C 1.925 -3.388 4.633 -0.0560
O 2.884 -3.204 5.679 -0.3748
C 3.947 -4.029 5.429 0.6401
O 4.967 -3.999 6.041 -0.5276
O 3.677 -4.790 4.378 -0.3395
H 2.191 -4.604 2.882 0.0663
H 1.715 -5.505 4.356 0.2326
H 0.987 -3.494 5.179 0.1538
H 1.769 -2.504 4.015 0.1249
C 0.044 -5.614 -0.628 -0.3594
C -0.421 -4.388 -1.499 -0.3338
O 0.681 -3.546 -1.456 -0.0550
C 1.623 -3.976 -0.567 0.6001
O 2.635 -3.375 -0.304 -0.5503
O 1.309 -5.144 -0.164 -0.3858
H 0.213 -6.486 -1.259 0.2496
H -0.527 -5.826 0.276 0.2696
H -1.277 -3.969 -0.970 0.2262
H -0.588 -4.673 -2.537 0.4304
C -3.252 -1.151 3.687 -0.0514
C -2.935 -2.002 4.937 -0.4440
O -1.759 -1.339 5.484 -0.4019
C -1.608 -0.165 4.948 0.6860
O -0.820 0.724 5.307 -0.6051
O -2.485 -0.022 3.947 -0.1760
H -4.314 -0.920 3.613 0.3114
H -2.826 -1.655 2.819 0.1304
H -2.938 -3.081 4.789 0.3391
H -3.744 -1.897 5.660 0.2893
C 0.569 1.630 -4.466 1.0553
C 0.650 3.064 -4.885 -0.4296
O 1.248 3.105 -6.111 -0.3338
C 1.452 1.875 -6.572 0.6377
O 2.014 1.557 -7.584 -0.5651
O 0.941 1.012 -5.728 -0.3931
H -0.421 1.294 -4.157 -0.0843
H 1.237 1.598 -3.606 -0.4958
H 1.145 3.579 -4.062 0.2925
H -0.361 3.443 -5.033 0.3038
C -2.187 -1.489 -5.095 -0.1167
C -2.312 -2.245 -3.760 0.7581
O -3.344 -3.199 -4.038 -0.3549
C -3.625 -3.140 -5.330 0.5448
O -4.487 -3.861 -5.909 -0.6115
O -2.750 -2.367 -5.932 -0.3524
H -1.152 -1.317 -5.388 0.2312
H -2.641 -0.498 -5.065 0.1753
H -2.665 -1.563 -2.986 -0.2501
H -1.336 -2.651 -3.496 -0.1085
C -5.209 1.764 -1.314 -0.5197
C -3.807 2.125 -1.143 -0.1541
O -3.256 1.060 -0.333 0.0776
C -4.267 0.139 -0.161 0.3902
O -4.232 -0.788 0.609 -0.5103
O -5.335 0.424 -0.978 -0.3755
H -5.542 1.875 -2.346 0.3426
H -5.802 2.530 -0.814 0.2607
H -3.684 3.137 -0.758 0.3049
H -3.311 2.033 -2.109 0.1109
C 3.770 4.299 -0.406 -0.3350
C 3.471 4.406 1.098 -0.3573
O 2.004 4.459 1.184 -0.2649
C 1.488 4.258 -0.036 0.6500
O 0.300 4.405 -0.437 -0.5789
O 2.499 3.832 -0.888 -0.2167
H 4.444 3.546 -0.814 0.2291
H 3.817 5.238 -0.958 0.2525
H 4.053 5.194 1.576 0.3531
H 3.812 3.498 1.597 0.2886
```

Computed properties:
Energy above the lowest of the compared OMol25 structures with the same formula, charge and spin = 45.4 kcal/mol
2S+1 = 1

[2]
The following is a DFT calculation (the ωB97M-V functional and the def2-TZVPD basis) of a 7-piece molecular cluster, C33H49N6O3S overall.

```
92
Properties=species:S:1:pos:R:3:mulliken_charge:R:1
C 6.757 1.909 0.653 -1.7082
C 5.930 0.691 0.232 1.3548
C 6.770 -0.210 -0.676 -1.4941
C 4.639 1.160 -0.454 -1.1116
C 3.816 0.059 -1.135 -0.1222
C 2.986 -0.780 -0.161 -1.6135
C 1.618 -0.184 0.123 0.5430
C 0.603 -0.189 -1.048 -0.6639
C -0.455 0.909 -1.006 -1.0318
S 0.141 2.596 -1.140 1.2642
O 1.536 2.662 -1.425 -0.4927
O -0.774 3.315 -1.983 -0.6803
O -0.056 3.178 0.349 -0.4870
H 6.235 2.506 1.405 0.3686
H 7.729 1.611 1.060 0.4488
H 6.958 2.550 -0.213 0.3586
H 5.674 0.144 1.144 -0.1865
H 6.417 -1.241 -0.667 0.3217
H 7.817 -0.215 -0.353 0.4680
H 6.758 0.168 -1.705 0.1335
H 3.995 1.615 0.309 0.2698
H 4.897 1.963 -1.161 0.5246
H 3.174 0.578 -1.877 0.1319
H 4.464 -0.582 -1.742 0.4844
H 2.807 -1.751 -0.658 0.0443
H 1.197 -0.825 0.916 -0.1908
H 1.683 0.825 0.557 0.2402
H 1.119 -0.201 -2.011 0.3491
H 0.034 -1.124 -0.991 0.4477
H -1.165 0.853 -1.834 0.4364
H -1.034 0.827 -0.081 0.3963
H -0.447 2.520 0.929 0.3496
N 3.256 -1.120 2.832 0.3137
C 2.942 -2.441 2.865 -0.7951
C 2.564 -2.768 4.150 -0.3395
C 2.648 -1.577 4.920 -0.6801
C 3.074 -0.582 4.067 -0.5014
H 3.505 -0.671 1.922 0.2080
H 3.015 -3.022 1.959 0.4275
H 2.260 -3.744 4.493 0.4588
H 2.420 -1.459 5.967 0.3987
H 3.257 0.465 4.246 0.4230
N 5.992 -0.739 -5.137 -0.0009
C 5.140 0.274 -4.795 -0.3561
C 4.094 0.257 -5.679 -0.5022
C 4.329 -0.809 -6.591 -0.4142
C 5.507 -1.407 -6.229 -0.5602
H 6.840 -0.960 -4.650 0.2216
H 5.341 0.904 -3.946 0.4021
H 3.252 0.928 -5.664 0.4331
H 3.700 -1.108 -7.414 0.3823
H 6.034 -2.246 -6.648 0.3826
N -5.248 6.068 -0.773 0.0015
C -5.593 5.066 0.093 -0.4610
C -4.585 4.139 0.081 -0.3129
C -3.587 4.598 -0.824 -0.1848
C -4.028 5.789 -1.333 -0.7714
H -5.802 6.880 -0.968 0.1684
H -6.523 5.097 0.636 0.3630
H -4.565 3.228 0.658 0.4343
H -2.655 4.117 -1.076 0.4196
H -3.576 6.459 -2.044 0.3915
N -7.164 3.677 4.556 -0.0126
C -8.180 2.807 4.848 -0.4612
C -8.496 2.133 3.699 -0.7044
C -7.636 2.615 2.674 -0.0912
C -6.827 3.567 3.235 -0.4494
H -6.731 4.301 5.210 0.1831
H -8.587 2.739 5.842 0.3691
H -9.257 1.377 3.602 0.3800
H -7.611 2.299 1.644 0.4534
H -6.041 4.167 2.809 0.3250
N -0.475 -2.999 2.193 0.2208
C -1.648 -2.390 2.520 -0.5192
C -2.675 -3.222 2.145 -0.6324
C -2.084 -4.381 1.569 -0.6345
C -0.724 -4.208 1.614 -0.4551
H 0.445 -2.610 2.351 0.1382
H -1.657 -1.422 2.990 0.4435
H -3.727 -3.022 2.274 0.4383
H -2.597 -5.238 1.164 0.4680
H 0.082 -4.838 1.279 0.4349
N -3.913 -4.200 -1.206 0.0692
C -5.039 -4.927 -0.947 -0.4410
C -5.209 -5.820 -1.974 -0.4523
C -4.138 -5.621 -2.887 -0.4335
C -3.356 -4.614 -2.381 -0.4923
H -3.540 -3.481 -0.609 0.2054
H -5.621 -4.752 -0.059 0.3645
H -6.010 -6.536 -2.059 0.3995
H -3.960 -6.155 -3.805 0.3870
H -2.452 -4.164 -2.756 0.3962
```

Computed properties:
Energy above the lowest of the compared OMol25 structures with the same formula, charge and spin = 0.0 kcal/mol
2S+1 = 1
Charge = -1